[1]
The following is a DFT calculation (the ωB97M-V functional and the def2-TZVPD basis) of a structure of composition C3H4EuO4.

Last column: Mulliken charge in e.
Positions of all 12 atoms, in Å:
O (1.37, -1.18, -0.86)  -0.5800
C (1.67, -0.93, 0.35)  0.7060
C (-0.26, 0.11, -0.69)  -0.1545
O (2.34, -1.54, 1.17)  -0.6269
O (1.75, 0.45, 0.40)  -0.3482
C (0.43, 1.04, 0.12)  -0.5122
H (-1.24, -0.25, -0.35)  0.3144
H (-0.28, 0.27, -1.78)  0.1241
H (0.07, 1.21, 1.15)  0.2423
Eu (4.34, 0.15, -0.26)  0.8308
O (-4.64, 0.25, 0.26)  -1.1203
H (-5.55, 0.43, 0.50)  0.1243

For the LUMO energy (spin up / spin down), the calculation gives 0.0500 / 0.0407 Ha. Its HOMO-LUMO gap (spin up / spin down) is 0.1173 / 0.1080 Ha. The expectation value of S² is 20.0091. Its net charge is -1. The total energy comes out at -1127.74866 hartree. As for the spin multiplicity: 9.

---

[2]
The following is a DFT calculation (the ωB97M-V functional and the def2-TZVPD basis) of the molecule C3H6N2.

Last column: Mulliken charge in e.
Positions of all 11 atoms, in Å:
C (1.29, -0.81, -0.26)  -0.7213
N (0.14, -0.32, 0.50)  -0.2331
C (-0.98, 1.36, 0.10)  -0.2040
C (-1.28, -0.03, -0.13)  0.2081
N (-2.16, -0.70, -0.60)  -0.6162
H (1.39, -1.90, -0.22)  0.2777
H (2.23, -0.37, 0.12)  0.2840
H (1.15, -0.52, -1.30)  0.2922
H (0.17, -0.58, 1.49)  0.2373
H (-1.39, 1.89, 0.96)  0.2336
H (-0.56, 1.99, -0.68)  0.2417

For the LUMO energy (spin up / spin down), the calculation gives -0.0305 / -0.0307 Ha. Its HOMO-LUMO gap (spin up / spin down) is 0.2473 / 0.2467 Ha. The total energy comes out at -227.23365 hartree. Its energy above the lowest of the compared OMol25 structures with the same formula, charge and spin is 5.202 eV.

---

[3]
The following is a DFT calculation (the ωB97M-V functional and the def2-TZVPD basis) of a structure of composition C24H18BrMnNO4.

Last column: Mulliken charge in e.
Positions of all 49 atoms, in Å:
Mn (-0.47, -0.74, 0.50)  -0.2979
O (-0.87, 2.94, -1.42)  -0.5544
C (-0.85, 1.91, -0.62)  0.7636
O (-0.77, 0.64, -1.09)  -0.4499
C (-0.98, 2.04, 0.77)  0.3648
C (-1.19, 3.24, 1.48)  -0.7700
C (-1.37, 3.17, 2.84)  -0.7548
C (-1.36, 1.91, 3.50)  -0.7786
C (-1.12, 0.80, 2.76)  1.2764
N (-0.90, 0.86, 1.43)  -0.0988
C (-1.08, -0.63, 3.17)  0.5001
O (-1.27, -1.04, 4.38)  -0.4262
O (-0.85, -1.48, 2.30)  -0.3732
H (-0.41, 2.78, -2.27)  0.4363
H (-1.22, 4.18, 0.95)  0.5540
H (-1.55, 4.07, 3.41)  0.4809
H (-1.54, 1.85, 4.57)  0.2886
H (-1.46, -0.33, 5.02)  0.3208
Br (-0.47, -2.85, -0.67)  0.0167
C (1.24, -3.38, 0.02)  0.8098
C (1.68, -4.65, -0.15)  -0.7045
C (2.99, -4.94, 0.32)  -0.6003
C (3.76, -3.97, 0.89)  -0.9993
C (3.27, -2.65, 1.06)  0.9172
C (4.06, -1.61, 1.63)  -0.7693
C (3.56, -0.35, 1.76)  -1.0710
C (2.24, -0.06, 1.36)  -0.1515
C (1.46, -1.04, 0.81)  0.4462
C (1.96, -2.34, 0.62)  0.7519
H (1.08, -5.41, -0.62)  0.4559
H (3.37, -5.95, 0.20)  0.4255
H (4.76, -4.20, 1.22)  0.4450
H (5.07, -1.84, 1.95)  0.4494
H (4.17, 0.43, 2.19)  0.4707
H (1.86, 0.95, 1.50)  0.4747
C (-0.64, 0.44, -2.56)  -0.5619
C (0.53, 1.20, -3.12)  -0.3095
C (0.33, 1.98, -4.26)  0.0509
C (1.39, 2.68, -4.82)  -0.7034
C (2.64, 2.62, -4.22)  -0.4737
C (2.84, 1.86, -3.08)  -0.8026
C (1.79, 1.14, -2.53)  0.3032
H (-0.54, -0.64, -2.66)  0.3574
H (-1.58, 0.76, -3.00)  0.2340
H (-0.65, 2.01, -4.73)  0.4261
H (1.24, 3.27, -5.71)  0.4185
H (3.47, 3.17, -4.65)  0.4116
H (3.82, 1.81, -2.62)  0.4595
H (1.95, 0.53, -1.65)  0.3412

For the LUMO energy (spin up / spin down), the calculation gives -0.2816 / -0.2881 Ha. Its HOMO-LUMO gap (spin up / spin down) is 0.2246 / 0.2333 Ha. The expectation value of S² is 3.8634. Its net charge is +2. The total energy comes out at -5005.50278 hartree. As for the spin multiplicity: 4.

---

[4]
The following is a DFT calculation (the ωB97M-V functional and the def2-TZVPD basis) of a cluster of 5 separate species, C10H30O10 in total.

Last column: Mulliken charge in e.
Positions of all 50 atoms, in Å:
C (3.11, 0.01, 3.87)  -0.6805
C (1.72, -0.16, 4.42)  -0.1515
O (1.83, -0.88, 5.69)  -0.5653
O (3.14, 0.62, 2.62)  -0.5231
H (3.49, -0.91, 4.01)  0.3223
H (3.79, 0.57, 4.33)  0.5118
H (1.00, -0.77, 3.61)  0.1516
H (1.34, 0.69, 4.68)  0.2815
H (0.96, -1.50, 5.65)  0.3436
H (2.53, 0.09, 1.99)  0.4118
C (-3.39, -1.33, -3.08)  -0.1833
C (-4.01, -1.73, -1.83)  -0.1542
O (-3.23, -1.74, -0.75)  -0.4406
O (-4.20, -1.09, -4.14)  -0.4794
H (-2.47, -2.07, -3.48)  0.1735
H (-2.80, -0.47, -2.83)  0.1200
H (-4.54, -2.70, -1.91)  0.1856
H (-4.96, -0.81, -1.82)  0.1730
H (-2.91, -0.87, -0.56)  0.4012
H (-4.75, -0.39, -4.07)  0.2893
C (-0.32, -0.35, 0.16)  -0.2313
C (-1.39, 0.66, 0.63)  -0.7849
O (-2.34, 0.72, -0.34)  -0.5112
O (0.88, -0.21, 0.92)  -0.5262
H (0.10, 0.09, -0.82)  0.1534
H (-0.59, -1.47, 0.03)  0.3344
H (-0.90, 1.59, 0.70)  0.5188
H (-1.79, 0.24, 1.48)  0.3007
H (-2.61, 1.58, -0.70)  0.2407
H (1.59, -0.84, 0.54)  0.2190
C (3.37, -2.70, 0.52)  -0.1690
C (2.00, -3.31, 0.09)  -0.2038
O (2.13, -4.76, 0.12)  -0.5198
O (3.35, -1.28, 0.30)  -0.5400
H (4.20, -2.77, -0.37)  0.2577
H (3.79, -3.03, 1.38)  0.2701
H (1.45, -2.78, -0.86)  0.2159
H (1.33, -2.90, 0.95)  0.1445
H (1.49, -5.26, -0.32)  0.3073
H (4.17, -1.00, -0.24)  0.3224
C (-0.09, 4.41, -2.61)  -0.3001
C (-1.02, 4.19, -1.31)  -0.1961
O (-2.11, 3.36, -1.82)  -0.4114
O (1.05, 5.06, -2.14)  -0.5032
H (-0.69, 5.05, -3.26)  0.2874
H (0.22, 3.40, -3.03)  0.2447
H (-1.34, 5.16, -0.77)  0.3584
H (-0.47, 3.43, -0.65)  0.0461
H (-2.71, 3.84, -2.07)  0.1829
H (1.58, 5.32, -2.91)  0.3053

For the LUMO energy, the calculation gives 0.0125 Ha. Its HOMO-LUMO gap is 0.3598 Ha. The total energy comes out at -1151.05761 hartree. Its energy above the lowest of the compared OMol25 structures with the same formula, charge and spin is 7.434 eV. The SMILES is OCCO.OCCO.OCCO.OCCO.OCCO.

---

Which formula does entry 3 have? C24H18BrMnNO4

---

Number 3 is which compound? C24H18BrMnNO4